{"formula": "C39H32NOP2S6Sn", "method": "wB97M-V/def2-TZVPD", "symbols": ["Sn", "C", "C", "C", "C", "C", "C", "H", "H", "H", "H", "H", "H", "S", "C", "S", "C", "C", "S", "S", "S", "O", "N", "C", "C", "C", "C", "C", "S", "H", "H", "H", "H", "C", "P", "C", "C", "C", "C", "C", "C", "C", "C", "C", "C", "C", "C", "P", "C", "C", "C", "C", "C", "C", "C", "C", "C", "C", "C", "C", "H", "H", "H", "H", "H", "H", "H", "H", "H", "H", "H", "H", "H", "H", "H", "H", "H", "H", "H", "H", "H", "H"], "positions_angstrom": [[-0.44, -1.07, 2.99], [2.03, -3.72, 3.27], [2.68, -2.89, 2.36], [2.26, -2.85, 1.04], [1.18, -3.63, 0.62], [0.53, -4.46, 1.53], [0.95, -4.50, 2.85], [2.33, -3.74, 4.31], [3.48, -2.24, 2.70], [2.73, -2.18, 0.34], [0.83, -3.58, -0.40], [-0.33, -5.03, 1.22], [0.41, -5.10, 3.57], [-7.26, -2.63, 5.83], [-5.77, -2.31, 5.18], [-4.37, -3.25, 5.47], [-3.22, -2.36, 4.50], [-3.73, -1.29, 3.86], [-2.87, -0.18, 2.81], [-5.44, -1.00, 4.13], [-1.58, -2.93, 4.42], [-0.17, 0.04, 4.91], [0.72, 0.84, 5.47], [0.42, 1.24, 6.73], [1.23, 2.08, 7.43], [2.41, 2.53, 6.81], [2.70, 2.11, 5.55], [1.87, 1.20, 4.82], [2.23, 0.61, 3.28], [-0.51, 0.85, 7.09], [0.96, 2.37, 8.44], [3.08, 3.22, 7.32], [3.59, 2.45, 5.03], [1.51, 1.07, -1.80], [0.63, 0.12, -0.48], [-0.29, -1.17, -1.36], [0.36, -1.91, -2.35], [-0.21, -3.05, -2.90], [-1.46, -3.49, -2.46], [-2.10, -2.79, -1.44], [-1.52, -1.66, -0.89], [-0.60, 1.38, 0.04], [-0.14, 2.30, 0.99], [-0.96, 3.31, 1.47], [-2.28, 3.40, 1.03], [-2.75, 2.49, 0.09], [-1.92, 1.49, -0.40], [0.49, 2.15, -2.96], [1.88, 2.62, -4.09], [3.23, 2.63, -3.75], [4.21, 3.07, -4.64], [3.86, 3.51, -5.90], [2.51, 3.51, -6.26], [1.55, 3.08, -5.37], [-0.46, 1.08, -4.00], [0.14, 0.16, -4.96], [-0.66, -0.64, -5.75], [-2.06, -0.60, -5.68], [-2.67, 0.34, -4.77], [-1.88, 1.15, -3.99], [2.14, 0.38, -2.37], [2.18, 1.72, -1.23], [1.34, -1.60, -2.71], [0.30, -3.58, -3.69], [-1.91, -4.37, -2.90], [-3.06, -3.13, -1.06], [-2.02, -1.17, -0.06], [0.88, 2.21, 1.36], [-0.59, 4.00, 2.21], [-2.93, 4.16, 1.42], [-3.77, 2.55, -0.26], [-2.30, 0.80, -1.14], [3.54, 2.29, -2.76], [5.25, 3.05, -4.34], [4.62, 3.84, -6.60], [2.22, 3.85, -7.25], [0.50, 3.06, -5.67], [1.22, 0.10, -5.05], [-0.19, -1.33, -6.45], [-2.66, -1.25, -6.30], [-3.75, 0.41, -4.71], [-2.36, 1.87, -3.33]], "multiplicity": 2, "charge": -2, "e_above_lowest_ev": 0.000, "homo_lumo_gap_ev": [2.9, 6.5]}


{"formula": "C39H33AuClN13S3", "method": "wB97M-V/def2-TZVPD", "symbols": ["Au", "N", "C", "N", "N", "N", "N", "C", "N", "N", "N", "N", "H", "N", "S", "N", "S", "N", "S", "N", "C", "C", "C", "C", "C", "C", "C", "C", "C", "C", "C", "C", "C", "C", "C", "C", "C", "C", "C", "C", "C", "C", "C", "C", "C", "C", "C", "C", "C", "C", "C", "C", "C", "C", "C", "C", "H", "H", "H", "H", "H", "H", "H", "H", "H", "H", "H", "H", "H", "H", "H", "H", "H", "H", "H", "H", "H", "H", "H", "H", "H", "H", "H", "H", "H", "H", "Cl", "C", "H", "H"], "positions_angstrom": [[-0.01, 0.44, 0.31], [0.40, 0.74, 3.91], [-0.81, 0.57, 3.28], [-1.93, 0.43, 3.98], [-2.92, 0.35, 3.07], [-2.46, 0.44, 1.88], [-1.11, 0.60, 1.97], [1.67, 0.64, 3.38], [2.76, 0.60, 4.15], [3.79, 0.49, 3.29], [3.32, 0.49, 2.08], [1.97, 0.58, 2.09], [0.34, 0.73, 4.91], [0.96, 0.21, -1.47], [2.41, 0.22, -1.70], [3.41, -0.75, -0.83], [3.24, -2.29, -0.73], [1.90, -3.02, -0.54], [0.59, -2.84, 0.49], [-0.26, -1.67, 0.39], [1.24, -3.32, 2.08], [2.27, -2.57, 2.62], [2.71, -2.86, 3.91], [2.09, -3.86, 4.64], [1.03, -4.57, 4.10], [0.59, -4.30, 2.81], [-0.25, -4.31, -0.07], [0.39, -5.53, -0.18], [-0.33, -6.62, -0.64], [-1.67, -6.48, -0.97], [-2.30, -5.25, -0.84], [-1.59, -4.15, -0.38], [4.44, -2.76, 0.49], [4.45, -4.10, 0.87], [5.30, -4.50, 1.88], [6.12, -3.57, 2.51], [6.10, -2.24, 2.12], [5.26, -1.82, 1.10], [3.87, -3.09, -2.20], [3.12, -4.04, -2.88], [3.66, -4.64, -4.01], [4.93, -4.28, -4.45], [5.66, -3.32, -3.76], [5.13, -2.72, -2.64], [2.73, -0.23, -3.39], [1.76, -0.97, -4.04], [2.01, -1.41, -5.33], [3.21, -1.09, -5.95], [4.17, -0.34, -5.29], [3.94, 0.09, -3.99], [3.25, 1.78, -1.53], [2.78, 2.78, -2.38], [3.28, 4.06, -2.26], [4.22, 4.34, -1.27], [4.67, 3.34, -0.42], [4.18, 2.04, -0.55], [2.71, -1.74, 2.09], [3.50, -2.26, 4.33], [2.42, -4.07, 5.65], [0.53, -5.34, 4.68], [-0.25, -4.85, 2.40], [1.44, -5.63, 0.08], [0.16, -7.59, -0.73], [-2.23, -7.34, -1.32], [-3.35, -5.14, -1.09], [-2.05, -3.17, -0.25], [3.78, -4.80, 0.39], [5.31, -5.53, 2.20], [6.76, -3.88, 3.32], [6.72, -1.51, 2.63], [5.19, -0.78, 0.82], [2.13, -4.31, -2.52], [3.09, -5.38, -4.54], [5.35, -4.76, -5.32], [6.65, -3.04, -4.11], [5.69, -1.96, -2.09], [0.82, -1.18, -3.53], [1.26, -1.98, -5.86], [3.40, -1.43, -6.97], [5.10, -0.09, -5.78], [4.69, 0.67, -3.46], [2.02, 2.55, -3.12], [2.92, 4.84, -2.91], [4.59, 5.35, -1.16], [5.37, 3.57, 0.37], [4.46, 1.28, 0.17], [-0.47, 3.50, 1.28], [0.18, 2.44, 0.03], [1.25, 2.62, -0.02], [-0.31, 2.68, -0.91]], "e_above_lowest_ev": 0.693, "homo_lumo_gap_ev": 6.4}


{"formula": "C39H33GeN5O4W", "method": "wB97M-V/def2-TZVPD", "symbols": ["W", "O", "C", "C", "C", "C", "C", "C", "C", "N", "C", "C", "N", "C", "C", "C", "C", "C", "C", "C", "O", "H", "H", "H", "H", "H", "H", "H", "H", "H", "H", "H", "H", "H", "H", "O", "C", "O", "C", "C", "Ge", "C", "C", "C", "C", "C", "C", "C", "C", "C", "C", "C", "C", "C", "C", "C", "C", "C", "C", "H", "H", "H", "H", "H", "H", "H", "H", "H", "H", "H", "H", "H", "H", "H", "H", "H", "H", "H", "N", "C", "N", "C", "N"], "positions_angstrom": [[-0.27, 0.38, -0.49], [-0.62, 2.04, 0.19], [-1.41, 2.71, 1.07], [-1.98, 3.90, 0.71], [-2.78, 4.54, 1.65], [-2.97, 4.00, 2.92], [-2.35, 2.80, 3.25], [-1.57, 2.15, 2.31], [-0.81, 0.96, 2.65], [-0.08, 0.29, 1.85], [0.71, -0.81, 2.41], [1.84, -1.06, 1.44], [1.15, -1.26, 0.18], [0.97, -2.47, -0.20], [-0.18, -2.94, -0.93], [-0.20, -4.16, -1.61], [-1.39, -4.64, -2.12], [-2.57, -3.92, -1.92], [-2.57, -2.74, -1.21], [-1.37, -2.25, -0.72], [-1.34, -1.10, 0.02], [-1.82, 4.31, -0.28], [-3.25, 5.48, 1.39], [-3.59, 4.51, 3.64], [-2.48, 2.37, 4.24], [-0.83, 0.65, 3.70], [0.10, -1.70, 2.50], [1.10, -0.54, 3.39], [2.40, -1.95, 1.73], [2.51, -0.21, 1.40], [1.67, -3.21, 0.18], [0.72, -4.71, -1.74], [-1.41, -5.58, -2.67], [-3.50, -4.31, -2.31], [-3.48, -2.18, -1.02], [-1.10, 2.23, -2.43], [-1.82, 1.24, -2.42], [-2.22, 0.70, -1.28], [-1.78, 0.31, -3.62], [0.78, 0.26, -4.43], [2.50, 0.53, -3.42], [3.18, -1.11, -2.66], [2.64, -2.37, -2.94], [3.27, -3.53, -2.49], [4.44, -3.44, -1.75], [4.99, -2.19, -1.46], [4.37, -1.04, -1.93], [2.02, 1.81, -1.99], [1.64, 3.11, -2.31], [1.56, 4.08, -1.32], [1.86, 3.77, 0.01], [2.24, 2.50, 0.35], [2.29, 1.49, -0.63], [3.84, 1.23, -4.60], [4.36, 0.35, -5.56], [5.31, 0.79, -6.47], [5.75, 2.11, -6.42], [5.26, 2.98, -5.46], [4.30, 2.55, -4.55], [-1.93, 0.79, -4.58], [-2.44, -0.55, -3.49], [0.50, 1.24, -4.83], [1.22, -1.59, -5.38], [1.71, -2.46, -3.50], [2.87, -4.50, -2.75], [4.94, -4.34, -1.40], [5.91, -2.12, -0.90], [4.84, -0.08, -1.75], [1.44, 3.39, -3.34], [1.28, 5.09, -1.59], [1.82, 4.55, 0.77], [2.54, 2.27, 1.37], [2.80, 0.57, -0.42], [4.03, -0.69, -5.59], [5.70, 0.11, -7.21], [6.50, 2.45, -7.13], [5.61, 4.00, -5.42], [3.92, 3.24, -3.81], [-1.11, -0.53, -7.14], [-0.21, -0.64, -6.42], [0.83, -0.68, -5.55], [-0.31, -0.06, -3.41], [0.07, -0.35, -2.22]], "charge": 2, "e_above_lowest_ev": 1.266, "homo_lumo_gap_ev": 5.9}